A 2-piece molecular cluster, CH3IOS overall, computed with ωB97M-V/def2-TZVPD.

Values from the calculation:
energy relative to the best compared isomer or geometry (same formula, charge and spin)	28.3	kcal per mole
highest occupied orbital energy (spin up / spin down)	-9.918 / -9.381	eV
DFT total energy	-810.9419	Ha
max |F|	3.00	eV/A
orbital gap (spin up / spin down)	8.42 / 6.46	eV

XYZ file:
```
7
CH3IOS (ωB97M-V/def2-TZVPD)
C 0.010 0.143 -0.074
O 1.085 2.596 0.738
S 1.241 1.669 -0.366
I 4.054 -0.211 -0.038
H -0.304 -0.048 -1.076
H -0.980 0.369 0.514
H 0.536 -0.758 0.272
```

An isolated ion of composition C4H10N2OP and charge +1, computed with ωB97M-V/def2-TZVPD.

Values from the calculation:
structure (SMILES)	[NH2+]=C1[C@H](O)CCN1P
energy relative to the best compared isomer or geometry (same formula, charge and spin)	0.0	kcal per mole
net charge	+1
highest occupied orbital energy	-14.634	eV
DFT total energy	-684.2341	Ha
max |F|	4.60	eV/A
orbital gap	11.32	eV

XYZ file:
```
18
C4H10N2OP (ωB97M-V/def2-TZVPD)
N -0.368 2.393 0.188
C -0.111 1.095 0.153
C 1.316 0.516 0.216
O 2.085 1.252 -0.576
C 1.133 -0.971 -0.214
C -0.428 -1.186 0.108
N -0.975 0.110 -0.009
P -2.780 0.113 -0.218
H 0.404 2.849 -0.152
H -1.297 2.738 -0.203
H 1.548 0.492 1.375
H 3.017 1.128 -0.864
H 1.815 -1.533 0.473
H 1.373 -1.040 -1.318
H -0.699 -1.871 -0.596
H -0.617 -1.705 1.065
H -2.855 -1.098 0.437
H -2.593 -0.576 -1.319
```

A 2-piece molecular cluster, C30H40O2 overall, computed with ωB97M-V/def2-TZVPD.

Values from the calculation:
highest occupied orbital energy	-6.556	eV
DFT total energy	-1317.5502	Ha
max |F|	1.55	eV/A
orbital gap	3.99	eV

XYZ file:
```
72
C30H40O2 (ωB97M-V/def2-TZVPD)
C -4.774 4.349 3.019
C -3.939 3.342 2.288
C -3.285 2.329 2.989
C -2.568 1.328 2.334
C -2.013 0.227 3.199
C -2.434 1.377 0.932
C -1.735 0.266 0.164
C -2.611 -0.991 0.185
C -0.265 0.022 0.607
C 0.666 1.044 0.136
C 1.855 1.474 0.764
C 2.244 2.857 0.640
C 1.315 3.857 0.018
C 3.475 3.280 1.113
C 4.358 2.414 1.764
C 5.689 2.923 2.220
C 3.956 1.087 1.960
C 2.736 0.600 1.507
C 2.392 -0.824 1.807
C -3.079 2.402 0.218
C -3.029 2.441 -1.290
C -3.805 3.376 0.899
H -5.206 5.070 2.318
H -5.595 3.858 3.560
H -4.183 4.897 3.764
H -3.380 2.284 4.076
H -1.881 -0.727 2.680
H -1.056 0.517 3.660
H -2.711 0.046 4.030
H -1.656 0.544 -0.895
H -3.473 -0.815 -0.469
H -2.061 -1.865 -0.179
H -3.003 -1.187 1.187
H -0.202 -0.073 1.698
H 0.020 -0.958 0.183
H 0.332 1.596 -0.747
H 1.782 4.848 0.056
H 1.123 3.631 -1.040
H 0.349 3.919 0.546
H 3.775 4.318 0.956
H 6.247 2.136 2.731
H 6.293 3.286 1.377
H 5.573 3.767 2.912
H 4.646 0.406 2.464
H 3.294 -1.353 2.139
H 1.660 -0.895 2.626
H 1.993 -1.361 0.940
H -3.634 3.283 -1.647
H -2.005 2.594 -1.671
H -3.444 1.524 -1.741
H -4.303 4.155 0.318
C 0.703 -6.179 -3.659
C 0.619 -4.702 -3.275
C -0.619 -4.067 -3.913
C 0.549 -4.559 -1.753
C 0.510 -3.094 -1.302
O -0.097 -2.826 -0.242
C 1.190 -2.118 -2.086
C 1.896 -2.457 -3.300
O 2.509 -1.619 -3.970
C 1.875 -3.942 -3.739
H 1.579 -6.656 -3.203
H -0.194 -6.710 -3.319
H 0.768 -6.296 -4.748
H -0.721 -3.020 -3.612
H -0.545 -4.109 -5.005
H -1.523 -4.605 -3.607
H -0.327 -5.095 -1.364
H 1.446 -5.022 -1.308
H 1.218 -1.085 -1.748
H 2.761 -4.447 -3.315
H 1.959 -4.014 -4.834
```